No. 1
{"formula": "C14H27Cl2GdN2O2P2", "method": "ωB97M-V/def2-TZVPD", "e_homo_ev": [-15.24, -15.02], "multiplicity": 8, "largest_force_ev_per_a": 3.87, "orbital_gap_ev": [8.23, 5.83], "de_lowest_kcal_mol": 0.0, "charge": 2, "species": ["Gd", "Cl", "Cl", "P", "P", "O", "O", "N", "N", "C", "C", "C", "C", "C", "C", "C", "C", "C", "C", "C", "C", "C", "C", "H", "H", "H", "H", "H", "H", "H", "H", "H", "H", "H", "H", "H", "H", "H", "H", "H", "H", "H", "H", "H", "H", "H", "H", "H", "H", "H"], "xyz": [[1.172, -0.104, -0.252], [1.671, 1.169, 1.850], [3.977, -0.420, -0.388], [0.311, 2.350, -1.490], [0.934, -2.607, 1.165], [-2.623, 3.079, 2.303], [2.166, -1.045, -2.229], [-1.211, -0.182, 0.151], [-4.687, 2.148, 2.578], [-1.656, 0.763, 1.022], [-3.472, -0.959, -0.109], [-3.016, 0.934, 1.306], [3.399, -1.050, -2.026], [0.270, 3.684, -0.228], [-1.198, 2.803, -2.416], [-3.398, 2.142, 2.112], [-2.111, -1.032, -0.407], [1.121, -2.256, 2.955], [-0.319, -3.936, 1.224], [2.430, -3.615, 0.861], [4.483, -1.489, -2.921], [1.599, 2.960, -2.625], [-3.935, 0.037, 0.748], [0.006, -4.736, 1.904], [-0.882, 1.388, 1.481], [-0.635, 3.597, 0.393], [-4.153, -1.679, -0.557], [-1.131, 3.851, -2.749], [-4.996, 0.128, 0.967], [1.550, 2.395, -3.564], [-1.303, 2.146, -3.289], [-0.462, -4.349, 0.218], [1.434, 4.027, -2.822], [2.389, -4.030, -0.156], [3.339, -3.005, 0.945], [1.864, -1.458, 3.100], [-2.078, 2.678, -1.769], [-1.718, -1.786, -1.089], [5.132, -2.198, -2.383], [5.110, -0.627, -3.205], [-1.277, -3.530, 1.568], [0.284, 4.656, -0.743], [-4.952, 2.889, 3.214], [1.146, 3.585, 0.427], [-5.304, 1.355, 2.497], [0.157, -1.902, 3.351], [1.428, -3.170, 3.487], [4.097, -1.976, -3.827], [2.589, 2.815, -2.173], [2.462, -4.439, 1.589]]}



No. 2
{"formula": "C59H122AsF6N14O12", "method": "ωB97M-V/def2-TZVPD", "e_homo_ev": -7.13, "largest_force_ev_per_a": 2.45, "orbital_gap_ev": 8.90, "de_lowest_kcal_mol": 0.0, "charge": -1, "species": ["As", "F", "F", "F", "F", "F", "F", "O", "O", "O", "O", "O", "O", "O", "O", "O", "O", "O", "O", "N", "N", "N", "N", "N", "N", "N", "N", "N", "N", "N", "N", "N", "N", "C", "C", "C", "C", "C", "C", "C", "C", "C", "C", "C", "C", "C", "C", "C", "C", "C", "C", "C", "C", "C", "C", "C", "C", "C", "C", "C", "C", "C", "C", "C", "C", "C", "C", "C", "C", "C", "C", "C", "C", "C", "C", "C", "C", "C", "C", "C", "C", "C", "C", "C", "C", "C", "C", "C", "C", "C", "C", "C", "H", "H", "H", "H", "H", "H", "H", "H", "H", "H", "H", "H", "H", "H", "H", "H", "H", "H", "H", "H", "H", "H", "H", "H", "H", "H", "H", "H", "H", "H", "H", "H", "H", "H", "H", "H", "H", "H", "H", "H", "H", "H", "H", "H", "H", "H", "H", "H", "H", "H", "H", "H", "H", "H", "H", "H", "H", "H", "H", "H", "H", "H", "H", "H", "H", "H", "H", "H", "H", "H", "H", "H", "H", "H", "H", "H", "H", "H", "H", "H", "H", "H", "H", "H", "H", "H", "H", "H", "H", "H", "H", "H", "H", "H", "H", "H", "H", "H", "H", "H", "H", "H", "H", "H", "H", "H", "H", "H", "H", "H", "H", "H", "H", "H", "H", "H", "H", "H", "H", "H", "H", "H"], "xyz": [[13.588, 14.388, 14.997], [11.907, 14.769, 14.524], [13.126, 13.595, 16.524], [13.710, 15.900, 15.776], [14.137, 15.201, 13.542], [13.355, 12.831, 14.153], [15.275, 14.010, 15.443], [15.039, 14.823, 20.568], [11.036, 10.479, 16.966], [7.045, 12.894, 16.146], [20.821, 13.739, 19.607], [14.037, 7.363, 13.949], [12.470, 19.855, 17.080], [16.865, 8.807, 16.311], [20.009, 9.694, 15.035], [13.368, 14.694, 8.674], [9.823, 18.248, 20.147], [11.886, 9.797, 22.381], [16.361, 20.791, 13.121], [18.703, 17.617, 12.714], [15.156, 9.958, 17.275], [8.884, 13.255, 17.460], [19.253, 11.871, 14.704], [17.643, 20.778, 15.009], [18.601, 14.065, 19.039], [12.829, 19.493, 14.853], [13.966, 18.366, 9.859], [14.320, 9.187, 12.600], [16.802, 13.501, 11.472], [10.415, 10.620, 14.761], [8.369, 16.416, 13.643], [16.910, 21.993, 20.839], [9.552, 17.587, 17.954], [12.341, 10.141, 21.107], [14.973, 10.509, 12.553], [8.500, 12.388, 18.549], [12.471, 13.525, 10.521], [12.882, 15.014, 21.441], [19.817, 13.446, 19.003], [13.757, 8.730, 11.380], [18.102, 16.149, 9.365], [17.830, 17.427, 13.447], [14.105, 19.489, 10.048], [18.051, 11.428, 14.020], [11.216, 10.863, 15.819], [12.714, 14.861, 19.933], [10.254, 13.767, 17.493], [16.459, 19.526, 21.590], [16.417, 14.580, 11.278], [18.924, 20.948, 15.621], [14.303, 8.788, 17.396], [16.369, 9.850, 16.679], [10.695, 10.492, 22.709], [12.351, 14.805, 9.664], [14.493, 8.459, 13.707], [9.419, 16.571, 13.211], [12.773, 21.337, 10.871], [10.796, 17.688, 11.478], [13.574, 18.857, 13.779], [10.761, 16.648, 12.644], [11.216, 10.821, 20.361], [15.102, 19.086, 20.998], [18.358, 15.149, 19.976], [11.941, 20.536, 14.428], [8.128, 17.501, 17.966], [10.585, 11.253, 13.520], [11.874, 21.392, 9.616], [14.199, 20.873, 10.492], [18.562, 16.946, 16.334], [17.437, 20.761, 13.670], [15.975, 15.865, 10.716], [19.607, 13.238, 14.536], [10.482, 11.516, 21.533], [14.979, 19.160, 19.485], [14.240, 15.046, 19.440], [17.465, 13.599, 18.344], [13.534, 12.689, 9.889], [16.799, 20.886, 21.147], [10.238, 18.062, 19.038], [20.144, 10.901, 15.108], [9.624, 17.480, 10.498], [16.508, 20.870, 15.891], [14.612, 11.208, 17.740], [14.257, 14.416, 21.710], [12.993, 19.259, 16.171], [9.130, 9.964, 14.990], [10.124, 17.463, 16.639], [17.360, 16.340, 15.608], [13.660, 13.291, 8.489], [16.569, 16.139, 9.361], [16.808, 17.198, 14.474], [8.111, 13.430, 16.339], [16.101, 15.407, 8.678], [13.008, 16.043, 21.755], [10.325, 14.499, 18.311], [18.863, 13.876, 15.006], [17.241, 18.823, 21.302], [13.130, 10.874, 21.201], [15.425, 10.922, 13.460], [11.467, 11.884, 13.577], [17.184, 11.964, 14.449], [7.782, 16.553, 17.569], [16.647, 21.652, 16.649], [14.660, 13.180, 8.068], [10.848, 10.945, 23.702], [15.930, 16.723, 14.042], [16.835, 10.828, 16.512], [15.703, 18.532, 18.943], [14.613, 11.293, 18.832], [12.671, 13.761, 11.560], [19.611, 13.528, 13.496], [8.711, 17.172, 11.014], [9.919, 9.727, 22.820], [14.375, 16.071, 19.101], [18.455, 16.530, 8.419], [13.594, 11.363, 17.395], [12.566, 21.298, 13.932], [11.582, 11.515, 19.585], [9.826, 18.325, 16.044], [19.729, 20.777, 14.901], [14.623, 8.317, 18.342], [11.492, 13.064, 10.542], [16.413, 19.411, 22.673], [12.889, 9.312, 11.142], [11.003, 15.608, 12.438], [14.385, 19.478, 13.426], [17.722, 12.673, 17.826], [8.785, 12.821, 19.520], [17.503, 14.908, 20.604], [11.217, 17.429, 16.665], [14.804, 14.781, 22.581], [19.044, 21.975, 15.990], [10.770, 10.623, 12.649], [15.577, 20.989, 15.375], [19.835, 12.600, 18.312], [10.641, 10.032, 19.866], [16.431, 18.148, 14.830], [14.503, 8.864, 10.576], [16.680, 13.311, 19.050], [13.457, 7.689, 11.418], [19.217, 17.449, 15.616], [19.201, 16.197, 16.801], [14.445, 14.362, 18.616], [11.425, 16.844, 13.507], [10.908, 12.909, 17.739], [18.254, 17.635, 17.126], [13.252, 9.083, 17.390], [14.165, 11.205, 12.262], [11.786, 17.807, 11.043], [7.421, 12.272, 18.542], [10.514, 14.261, 16.562], [11.393, 20.911, 15.291], [12.130, 22.217, 8.948], [14.173, 13.325, 21.686], [11.028, 12.422, 21.832], [12.807, 22.304, 11.401], [18.172, 16.100, 19.490], [7.804, 17.628, 18.979], [9.690, 11.816, 13.247], [19.271, 15.261, 20.571], [14.502, 12.766, 10.382], [12.835, 18.815, 12.958], [8.975, 11.423, 18.398], [16.494, 16.121, 16.237], [15.094, 9.043, 14.434], [18.989, 20.250, 16.470], [14.876, 15.925, 10.709], [18.136, 11.554, 12.948], [10.847, 21.488, 9.966], [12.642, 9.230, 20.604], [9.789, 16.519, 16.212], [9.437, 11.721, 21.345], [15.778, 10.549, 11.799], [11.159, 20.204, 13.738], [13.963, 18.801, 19.266], [13.662, 18.326, 16.290], [14.460, 8.030, 16.622], [12.910, 12.814, 7.870], [8.923, 9.170, 14.266], [18.407, 20.740, 13.115], [14.297, 19.653, 21.484], [12.050, 11.509, 15.548], [16.499, 19.905, 16.418], [17.902, 10.387, 14.275], [11.852, 20.456, 9.049], [16.274, 16.624, 11.394], [16.122, 17.052, 8.974], [7.724, 18.295, 17.356], [11.382, 14.888, 9.141], [14.807, 20.826, 11.392], [10.620, 18.675, 11.932], [8.630, 14.143, 15.654], [15.079, 20.162, 19.054], [9.472, 18.348, 9.853], [12.506, 13.829, 19.704], [14.640, 21.517, 9.739], [12.564, 15.749, 10.165], [18.549, 15.178, 9.573], [21.028, 11.374, 15.600], [9.884, 16.596, 9.893], [17.663, 15.426, 15.141], [14.851, 18.069, 21.340], [20.565, 13.410, 15.019], [15.265, 12.011, 17.411], [12.036, 15.534, 19.432], [13.892, 17.851, 14.066], [12.168, 14.529, 22.119], [13.314, 11.616, 9.827], [11.302, 18.207, 18.765], [9.076, 9.583, 16.001], [12.379, 20.623, 11.600], [8.335, 10.713, 14.913], [18.439, 16.898, 10.106], [17.010, 14.349, 17.690]]}



No. 3
{"formula": "C5H10N2O", "method": "ωB97M-V/def2-TZVPD", "e_homo_ev": -9.30, "smiles": "C[C@@]1(CN)CC(=O)N1", "largest_force_ev_per_a": 7.47, "orbital_gap_ev": 9.94, "de_lowest_kcal_mol": 118.8, "species": ["O", "N", "N", "C", "C", "C", "C", "C", "H", "H", "H", "H", "H", "H", "H", "H", "H", "H"], "xyz": [[-1.448, 2.738, 0.641], [-1.791, -0.739, -0.159], [-0.098, 1.121, -0.720], [0.198, 0.769, 1.268], [2.015, -0.235, -0.484], [-0.624, 1.916, 0.414], [0.534, 0.092, -0.129], [-0.479, -1.106, -0.399], [-1.793, -0.687, 0.990], [2.479, -1.444, -0.320], [2.107, -0.231, -1.732], [-0.376, -1.431, -1.607], [-2.415, -1.624, -0.125], [1.005, 1.056, 1.755], [-0.677, 0.979, -1.520], [2.338, 0.759, 0.112], [-0.588, 0.163, 1.780], [-0.387, -2.098, 0.235]]}



No. 4
{"formula": "CH3O4P", "method": "ωB97M-V/def2-TZVPD", "e_homo_ev": -10.61, "largest_force_ev_per_a": 2.30, "orbital_gap_ev": 11.05, "de_lowest_kcal_mol": 136.8, "species": ["P", "O", "O", "O", "O", "C", "H", "H", "H"], "xyz": [[0.538, -0.482, 0.108], [1.312, 0.715, 1.058], [1.289, 0.364, -1.082], [1.826, 1.321, -0.110], [0.909, -1.877, 0.216], [-1.269, -0.027, -0.003], [-1.354, 1.057, 0.296], [-1.594, -0.923, 0.574], [-1.657, -0.149, -1.058]]}



No. 5
{"formula": "C5H14NO2", "method": "ωB97M-V/def2-TZVPD", "e_homo_ev": -14.13, "largest_force_ev_per_a": 3.61, "orbital_gap_ev": 10.51, "de_lowest_kcal_mol": 71.9, "charge": 1, "species": ["O", "O", "N", "C", "C", "C", "C", "C", "H", "H", "H", "H", "H", "H", "H", "H", "H", "H", "H", "H", "H", "H"], "xyz": [[-2.823, 0.629, 0.939], [-0.876, -3.060, -0.979], [-0.586, -1.098, 0.368], [1.996, 0.181, -0.083], [-1.736, 1.078, 0.913], [0.428, 1.928, -0.864], [0.836, 1.033, 0.376], [-0.324, 0.254, 1.027], [-1.495, 2.122, 0.840], [-1.145, -0.922, -0.563], [-1.180, -1.647, 0.992], [1.896, -0.076, -1.142], [-0.059, 2.999, -0.712], [-0.403, 0.048, 2.090], [2.119, -0.724, 0.455], [-0.246, -3.753, -0.814], [-1.744, -3.278, -0.831], [1.235, 1.993, -1.544], [3.029, 0.759, -0.181], [-0.284, 1.366, -1.477], [0.320, -1.665, 0.074], [1.039, 1.831, 1.117]]}



No. 6
{"formula": "C14H17FeIN2O2", "method": "ωB97M-V/def2-TZVPD", "e_homo_ev": [-6.86, -7.83], "multiplicity": 5, "largest_force_ev_per_a": 2.35, "orbital_gap_ev": [5.89, 6.66], "de_lowest_kcal_mol": 0.0, "species": ["I", "Fe", "O", "O", "N", "N", "C", "C", "C", "C", "C", "C", "C", "C", "C", "C", "C", "C", "C", "C", "H", "H", "H", "H", "H", "H", "H", "H", "H", "H", "H", "H", "H", "H", "H", "H", "H"], "xyz": [[-0.854, 1.652, 2.055], [-0.045, 0.203, 0.308], [2.570, 0.616, 1.743], [2.785, -0.665, -0.110], [0.165, -0.511, -1.655], [-0.561, -1.711, 0.506], [0.255, -2.525, -2.991], [-0.022, -1.861, -1.793], [-1.187, -3.577, 1.861], [-2.419, 5.561, 0.593], [2.088, -0.009, 0.659], [-1.045, -4.434, 0.759], [0.640, 0.184, -2.718], [-0.643, -3.911, -0.463], [-0.921, -2.218, 1.709], [0.895, -0.425, -3.950], [-2.551, 4.919, 1.970], [3.929, 0.414, 2.167], [0.698, -1.805, -4.095], [-0.434, -2.535, -0.581], [-2.377, 4.817, -0.205], [1.265, 0.177, -4.780], [-3.537, 4.463, 2.094], [0.889, -2.310, -5.038], [-0.493, -4.530, -1.348], [-1.002, -1.506, 2.535], [3.886, -0.091, 3.131], [4.363, 1.406, 2.277], [-3.278, 6.210, 0.403], [-1.254, -5.495, 0.849], [-1.518, 6.177, 0.531], [-1.498, -3.944, 2.836], [-1.804, 4.132, 2.130], [4.484, -0.178, 1.440], [0.130, -3.607, -3.017], [-2.428, 5.671, 2.755], [0.832, 1.247, -2.567]]}



No. 7
{"formula": "C23H29CeClN2OP", "method": "ωB97M-V/def2-TZVPD", "e_homo_ev": [-14.57, -14.32], "multiplicity": 2, "largest_force_ev_per_a": 3.92, "orbital_gap_ev": [8.14, 4.45], "charge": 2, "species": ["Ce", "Cl", "P", "O", "N", "N", "C", "C", "C", "C", "C", "C", "C", "C", "C", "C", "C", "C", "C", "C", "C", "C", "C", "C", "C", "C", "C", "C", "C", "H", "H", "H", "H", "H", "H", "H", "H", "H", "H", "H", "H", "H", "H", "H", "H", "H", "H", "H", "H", "H", "H", "H", "H", "H", "H", "H", "H", "H"], "xyz": [[0.281, -0.006, 0.876], [2.801, -0.534, 0.691], [-0.014, -0.032, -1.812], [0.030, 0.015, 2.933], [-1.235, 0.082, 4.751], [1.201, -0.061, 4.827], [3.676, -1.589, -2.674], [-2.330, 0.146, 3.808], [-1.891, 1.580, -3.099], [-1.947, -2.442, -4.397], [2.313, 0.804, -3.181], [3.597, 0.632, -3.675], [-2.350, -3.362, -2.154], [-2.363, 2.775, -3.630], [-1.156, -1.455, -3.832], [-0.031, 2.753, -2.070], [1.433, -0.072, 6.246], [-1.658, 3.965, -3.391], [2.372, -0.158, 3.971], [1.660, -0.245, -2.518], [-0.970, -1.412, -2.449], [-0.498, 3.960, -2.588], [-1.644, 0.110, 6.131], [-1.546, -2.376, -1.605], [-2.550, -3.397, -3.553], [-0.672, 1.543, -2.408], [2.380, -1.415, -2.207], [4.274, -0.574, -3.443], [-0.002, 0.012, 4.227], [0.958, -0.927, 6.749], [-3.247, 0.207, 4.401], [-1.607, -0.487, 0.795], [-1.255, 1.181, 0.701], [-2.003, 4.903, -3.828], [-3.181, -4.172, -3.979], [-0.765, 0.059, 6.769], [-2.113, -2.459, -5.484], [2.444, 0.674, 3.262], [5.262, -0.737, -3.864], [2.361, -1.055, 3.342], [1.069, 0.839, 6.743], [-3.263, 2.773, -4.256], [-2.356, -0.734, 3.157], [1.930, -2.159, -1.533], [1.791, 1.756, -3.325], [-2.312, -0.732, 6.368], [0.861, 2.743, -1.425], [-0.692, -0.682, -4.460], [-2.205, 1.027, 6.362], [-2.452, 0.654, -3.253], [-1.387, -2.310, -0.515], [-2.838, -4.111, -1.510], [0.059, 4.890, -2.409], [2.518, -0.140, 6.360], [3.236, -0.165, 4.638], [4.212, -2.518, -2.447], [4.055, 1.427, -4.273], [-2.240, 1.009, 3.137]]}